No. 1
C53H79BFN10O6STa | ωB97M-V/def2-TZVPD

CARTESIAN COORDINATES (ANGSTROEM)
Ta 1.00 -0.51 1.21
C 3.82 -0.71 3.63
C 2.94 -1.52 4.57
C 3.30 -3.00 4.69
C 1.46 -1.29 4.43
C 0.63 -1.47 5.54
C -0.61 -0.98 5.21
C -1.75 -1.03 6.21
C -3.00 -1.78 5.77
C -2.09 0.32 6.84
N -0.55 -0.53 3.93
N 0.72 -0.77 3.44
B -1.28 0.71 3.37
N -1.81 0.54 1.89
N -0.81 0.88 0.99
C -1.33 1.75 0.12
C -2.70 1.86 0.36
C -2.98 1.09 1.46
C -4.40 0.81 1.92
C -5.32 2.01 1.68
C -4.62 0.27 3.32
C -0.58 2.70 -0.78
C -1.28 4.06 -0.83
C 0.86 2.86 -0.33
N -0.27 1.89 3.36
N 0.99 1.76 2.76
C 1.61 2.93 2.96
C 0.76 3.82 3.61
C -0.42 3.14 3.84
C -1.57 3.82 4.54
C -1.36 3.82 6.06
C -2.98 3.40 4.17
C 3.01 3.36 2.64
C 3.75 2.54 1.62
C 3.82 3.48 3.95
H 4.87 -0.84 3.89
H 3.58 0.35 3.71
H 3.71 -1.00 2.58
H 3.12 -1.09 5.56
H 2.83 -3.43 5.58
H 4.38 -3.10 4.81
H 2.99 -3.58 3.83
H 0.93 -1.87 6.49
H -1.30 -1.62 7.01
H -3.73 -1.12 5.30
H -3.48 -2.21 6.65
H -2.78 -2.61 5.09
H -2.65 0.95 6.15
H -1.19 0.85 7.15
H -2.71 0.16 7.72
H -2.19 0.93 4.09
H -3.39 2.46 -0.19
H -4.73 0.02 1.23
H -5.02 2.87 2.28
H -6.34 1.74 1.97
H -5.36 2.31 0.64
H -4.46 1.02 4.09
H -3.98 -0.58 3.53
H -5.65 -0.07 3.41
H -0.58 2.29 -1.79
H -1.40 4.48 0.17
H -2.26 4.00 -1.29
H -0.68 4.75 -1.42
H 1.39 3.56 -0.97
H 1.40 1.91 -0.38
H 0.90 3.22 0.70
H 0.97 4.83 3.88
H -1.46 4.86 4.21
H -1.37 2.80 6.45
H -2.16 4.38 6.54
H -0.41 4.28 6.32
H -3.32 2.54 4.74
H -3.06 3.17 3.10
H -3.67 4.22 4.38
H 2.91 4.38 2.25
H 4.02 1.56 2.01
H 4.68 3.03 1.34
H 3.17 2.42 0.72
H 3.96 2.50 4.40
H 3.31 4.11 4.68
H 4.80 3.91 3.74
C 1.39 -3.78 -6.73
C 0.10 -3.55 -5.97
N 0.16 -2.37 -5.10
C 0.43 -2.54 -3.80
C 0.53 -1.53 -2.88
C 0.96 -1.99 -1.55
O 1.59 -3.01 -1.41
O 0.54 -1.33 -0.41
C 0.37 -0.17 -3.29
O 0.42 0.78 -2.54
C 0.17 0.01 -4.75
C 0.12 1.30 -5.27
C -0.07 1.49 -6.60
F -0.04 2.75 -7.10
C -0.25 0.43 -7.50
C -0.19 -0.86 -6.99
C 0.05 -1.08 -5.62
N -0.46 0.70 -8.87
C -1.55 1.64 -9.16
C -1.94 1.56 -10.63
N -0.66 1.47 -11.41
C -0.02 0.12 -11.19
C -0.37 -0.41 -9.80
H 1.30 -4.67 -7.36
H 2.22 -3.95 -6.04
H 1.65 -2.94 -7.36
H -0.12 -4.40 -5.32
H -0.76 -3.45 -6.63
H 0.59 -3.56 -3.49
H 0.26 2.14 -4.60
H -0.34 -1.70 -7.64
H -1.24 2.65 -8.93
H -2.44 1.43 -8.56
H -2.48 2.45 -10.94
H -2.52 0.68 -10.89
H -0.02 2.20 -11.08
H -0.81 1.63 -12.40
H 1.05 0.25 -11.33
H -0.40 -0.55 -11.97
H 0.46 -1.05 -9.50
H -1.27 -1.03 -9.82
C -2.57 -2.20 1.76
N -1.17 -2.43 1.42
C -1.14 -3.06 0.09
C -0.60 -3.35 2.41
C 0.82 -3.63 2.08
C 1.26 -4.95 2.09
C 2.56 -5.29 1.80
C 3.45 -4.28 1.51
C 3.01 -2.96 1.47
C 1.69 -2.59 1.72
H -3.12 -3.16 1.75
H -3.04 -1.53 1.05
H -2.64 -1.78 2.76
H -1.80 -3.94 0.08
H -0.14 -3.39 -0.17
H -1.51 -2.35 -0.65
H -1.18 -4.29 2.45
H -0.69 -2.88 3.38
H 0.54 -5.73 2.34
H 2.88 -6.33 1.81
H 4.49 -4.50 1.31
H 3.76 -2.21 1.29
C 4.58 -1.66 -0.88
S 3.79 -0.10 -0.67
O 4.78 0.85 -0.31
O 2.92 0.11 -1.78
O 2.81 -0.31 0.63
H 5.13 -1.52 -1.81
H 3.84 -2.45 -0.98
H 5.27 -1.84 -0.07

DFT total energy = -99201.1110 eV
relative energy (zero: lowest compared OMol25 entry of this formula, charge and spin) = 121.5 kJ/mol
total charge = +2
E_LUMO = -4.54 eV
frontier orbital gap = 7.38 eV
HOMO level = -0.4380 hartree

No. 2
C27H43N9O2S2TeV | ωB97M-V/def2-TZVPD

CARTESIAN COORDINATES (ANGSTROEM)
V -0.59 -0.16 0.22
N -1.08 1.44 1.65
C -0.67 2.75 1.12
C -1.63 3.89 1.53
C -0.94 5.12 2.16
C -0.84 6.32 1.21
N -0.07 5.95 0.05
C 0.85 6.66 -0.59
N 1.15 7.91 -0.25
N 1.52 6.04 -1.56
C -0.57 2.57 -0.43
O -0.16 3.53 -1.09
O -0.88 1.45 -0.88
H -2.09 1.34 1.51
H -0.90 1.39 2.65
H 0.34 2.96 1.49
H -2.34 3.50 2.26
H -2.21 4.21 0.67
H 0.07 4.86 2.49
H -1.49 5.44 3.04
H -0.38 7.15 1.75
H -1.85 6.63 0.91
H -0.23 5.00 -0.33
H 0.65 8.39 0.48
H 1.87 8.42 -0.74
H 1.21 5.11 -1.83
H 2.14 6.53 -2.18
C -2.57 -0.77 3.47
C -2.05 -1.69 2.42
N -1.96 -1.43 1.16
C -1.58 -2.56 0.34
C -1.11 -3.72 1.22
S -1.54 -3.27 2.90
C -0.36 -2.02 -0.41
C 2.01 -2.93 -1.95
S 1.11 -2.34 -3.30
C -0.08 -1.23 -2.66
N -0.61 -1.29 -1.49
C -0.62 -0.27 -3.66
H -1.76 -0.38 4.09
H -3.24 -1.32 4.12
H -3.13 0.05 3.03
H -1.65 -4.65 1.04
H 2.71 -3.66 -2.35
H -1.37 -0.77 -4.27
H 0.16 0.09 -4.33
H -1.09 0.57 -3.16
C -0.38 -4.96 -1.36
Te 0.94 -3.65 -0.20
C -2.73 -2.96 -0.62
C -2.33 -3.42 -2.02
C -3.17 -3.00 -3.05
C -2.99 -3.38 -4.36
C -1.91 -4.17 -4.69
C -1.05 -4.60 -3.69
C -1.27 -4.27 -2.35
H -0.97 -5.54 -0.64
H 0.29 -5.65 -1.87
H -3.37 -2.08 -0.73
H -3.33 -3.75 -0.15
H -4.02 -2.37 -2.80
H -3.69 -3.06 -5.12
H -1.75 -4.48 -5.71
H -0.23 -5.24 -3.95
C 2.33 0.45 -0.44
N 2.79 -0.63 0.41
C 4.01 -1.27 -0.06
C 2.09 -1.04 1.49
N 0.81 -0.76 1.60
N 2.76 -1.74 2.45
C 2.04 -2.58 3.39
C 4.08 -1.36 2.92
H 3.19 1.06 -0.73
H 1.63 1.08 0.12
H 1.85 0.09 -1.36
H 3.90 -1.48 -1.13
H 4.16 -2.21 0.45
H 4.87 -0.62 0.09
H 0.46 -0.98 2.53
H 1.74 -2.04 4.30
H 2.70 -3.40 3.69
H 1.16 -3.02 2.91
H 4.44 -0.48 2.40
H 4.79 -2.17 2.79
H 4.02 -1.13 3.99

DFT total energy = -100839.0215 eV
relative energy (zero: lowest compared OMol25 entry of this formula, charge and spin) = 588.6 kJ/mol
total charge = +2
⟨S²⟩ = 0.787
multiplicity = 2
E_LUMO (alpha / beta) = -6.01 / -5.83 eV
frontier orbital gap (alpha / beta) = 4.97 / 4.90 eV
HOMO level (alpha / beta) = -0.4036 / -0.3946 hartree

No. 3
C4H10N5O | ωB97M-V/def2-TZVPD

CARTESIAN COORDINATES (ANGSTROEM)
C 0.41 1.55 0.04
C -0.92 1.71 -0.12
C 2.48 0.19 -0.57
C 1.01 0.21 0.04
N -1.84 0.68 -0.13
N -0.22 -0.75 -1.09
N 0.93 -0.68 1.19
N -1.86 -1.72 0.29
N -1.45 -0.60 -0.57
O 3.30 -0.62 -0.25
H 1.02 2.47 0.16
H -1.26 2.77 -0.32
H 2.84 0.95 -1.22
H -2.79 1.03 -0.37
H 0.01 -0.50 -2.02
H 0.19 -1.43 1.05
H 1.91 -1.04 1.13
H -2.65 -1.44 0.92
H -2.08 -2.46 -0.32
H 0.97 -0.34 2.15

DFT total energy = -13796.3233 eV
relative energy (zero: lowest compared OMol25 entry of this formula, charge and spin) = 546.8 kJ/mol
total charge = +1
E_LUMO (alpha / beta) = -4.02 / -4.02 eV
frontier orbital gap (alpha / beta) = 8.35 / 8.35 eV
HOMO level (alpha / beta) = -0.4543 / -0.4544 hartree

Among the records above, which one has the lowest DFT total energy?
C27H43N9O2S2TeV

Among the records above, which one has the highest relative energy (zero: lowest compared OMol25 entry of this formula, charge and spin)?
C27H43N9O2S2TeV

Look up the total charge of the third one.
+1